Molecular formula: C42H80F4IN2O6
Method: DFT, wB97M-V/def2-TZVPD

Element x y z (Å)
C  0.942934  -4.096120  4.890819
C  0.095272  -2.959705  4.077483
C  0.419577  -3.096374  2.516885
F  0.877392  -4.469153  2.317949
C  1.600588  -2.100222  1.987179
C  2.544101  -1.536796  3.159173
C  2.158080  -0.096255  3.759316
C  2.029577  -0.086361  5.393662
I  3.877367  1.263003  3.390028
N  1.104689  -1.093146  0.989906
C  2.139855  -0.179044  0.396338
C  1.601342  1.351748  0.529827
O  0.408474  1.597322  -0.236411
C  2.708298  2.433896  0.031836
F  3.950324  1.863576  -0.317637
F  2.190423  3.051575  -1.156755
F  2.800476  3.480723  0.985205
C  0.426101  -1.732971  -0.225228
C  -0.786846  -2.709123  0.111365
C  -2.231959  -2.274440  -0.419422
C  -2.303585  -1.427596  -1.752492
C  -2.195035  0.138770  -1.603380
C  -2.271719  1.112544  -2.799854
C  -2.471687  0.593477  -4.264210
C  -2.521631  1.608422  -5.504985
C  -2.603713  -0.963018  -4.415073
C  -2.518108  -1.941818  -3.192001
N  -0.348752  -4.097878  -0.342497
C  -0.577718  -4.318666  -1.629094
C  -1.816517  -5.314741  -1.975033
C  0.267514  -3.776302  -2.874429
C  -0.979676  -2.908438  1.732354
C  -2.024770  -4.116301  1.990041
C  -3.279766  -3.676853  2.911607
O  -3.835787  -2.382245  2.570529
H  2.025960  -4.174539  4.543379
H  0.969925  -3.831388  6.005038
H  0.484216  -5.145027  4.739490
H  -1.003257  -3.221686  4.331808
H  0.242366  -1.911458  4.514881
H  2.287170  -2.805632  1.372566
H  3.589370  -1.407964  2.678384
H  2.704429  -2.243260  4.036241
H  1.173217  0.335707  3.378993
H  1.858311  -1.178756  5.728135
H  1.086124  0.511614  5.691578
H  2.967258  0.301420  5.907919
H  0.383139  -0.518640  1.467830
H  3.184537  -0.248902  0.836445
H  2.286881  -0.322477  -0.742262
H  1.363802  1.636434  1.617440
H  -0.142132  2.230471  0.271558
H  0.207122  -0.871687  -0.939558
H  1.268683  -2.346560  -0.725580
H  -2.955332  -3.167176  -0.539326
H  -2.713118  -1.628925  0.413286
H  -2.034017  0.568139  -0.547586
H  -2.194553  2.250660  -2.645463
H  -2.993553  2.619541  -5.236065
H  -2.977788  1.148501  -6.450252
H  -1.417416  1.839776  -5.761194
H  -2.777814  -1.332683  -5.492300
H  -2.642434  -3.053434  -3.384340
H  -2.652114  -5.261369  -1.204819
H  -2.159639  -5.232201  -3.061349
H  -1.363231  -6.378246  -1.874922
H  -0.375745  -3.961751  -3.816068
H  1.196060  -4.443189  -3.005864
H  0.553091  -2.670459  -2.816015
H  -1.397382  -1.887180  2.093716
H  -2.464325  -4.557752  1.040120
H  -1.540732  -5.003680  2.552750
H  -4.107109  -4.457102  2.693482
H  -3.055331  -3.701261  4.034585
H  -4.820286  -2.415724  2.575938
C  7.188572  2.606686  0.697397
C  7.469420  2.933962  2.154428
O  8.804225  3.351694  2.394256
C  9.231995  4.521828  1.706566
C  8.408265  5.754368  2.035708
H  7.869567  1.826665  0.343060
H  6.160197  2.257600  0.577429
H  7.322647  3.475594  0.051038
H  7.313129  2.032435  2.753302
H  6.764795  3.681982  2.533134
H  9.252939  4.338431  0.627120
H  10.267488  4.697757  2.009404
H  7.361538  5.636212  1.747617
H  8.804399  6.627590  1.511109
H  8.430686  5.952404  3.111233
C  6.634120  7.590801  -2.245513
C  6.913058  7.919860  -0.788084
O  8.250715  8.338228  -0.547155
C  8.680247  9.506589  -1.235427
C  7.857127  10.740386  -0.908006
H  7.315178  6.809971  -2.597978
H  5.605166  7.241870  -2.366657
H  6.769544  8.458714  -2.892781
H  6.755521  7.019798  -0.188764
H  6.208811  8.668180  -0.411462
H  8.702273  9.322132  -2.314603
H  9.715617  9.681936  -0.931301
H  6.810912  10.623331  -1.197113
H  8.254951  11.612418  -1.432748
H  7.878853  10.939319  0.167220
C  -6.904830  -7.549713  1.195219
C  -6.057970  -8.192947  2.281151
O  -5.683562  -7.293717  3.317109
C  -6.747097  -6.691346  4.045542
C  -7.642167  -7.695111  4.751079
H  -6.375043  -6.701829  0.749317
H  -7.131963  -8.275340  0.410065
H  -7.852162  -7.174228  1.585355
H  -5.129290  -8.555361  1.833762
H  -6.559073  -9.069040  2.703435
H  -7.329698  -6.035360  3.389670
H  -6.282853  -6.044354  4.795190
H  -8.138703  -8.366124  4.047772
H  -8.415251  -7.177495  5.324222
H  -7.055514  -8.314598  5.435166
C  -7.708728  3.553340  -4.184779
C  -6.783488  3.624408  -5.388385
O  -6.158891  2.385403  -5.698687
C  -7.025522  1.303352  -6.015572
C  -7.909825  1.567720  -7.221895
H  -7.162158  3.205335  -3.302734
H  -8.131474  4.538438  -3.971232
H  -8.538285  2.863564  -4.348140
H  -5.979397  4.332073  -5.171868
H  -7.308708  4.013647  -6.265857
H  -7.624015  1.030406  -5.140068
H  -6.383078  0.444706  -6.229960
H  -8.579485  2.414585  -7.060977
H  -8.524008  0.691052  -7.441903
H  -7.299187  1.796143  -8.100027

Force components x, y, z for each atom (eV/Å):
0.080 0.289 0.207
0.102 -1.427 0.976
-1.516 -0.173 0.096
-0.378 2.421 -0.048
1.311 -3.057 0.789
0.954 1.293 -0.782
-0.023 -0.331 1.672
-0.763 -0.834 -0.392
-0.845 -0.261 -0.125
-0.515 0.308 -0.261
0.933 2.846 -1.188
0.439 0.701 0.624
0.485 -0.696 1.235
-0.705 1.151 -1.381
-2.645 1.575 1.160
1.757 -1.364 2.772
0.435 -2.506 -2.280
0.148 -0.426 -1.180
1.372 -1.254 1.509
-1.006 0.719 -0.530
-0.077 3.114 -2.919
-0.247 -1.034 -2.944
-0.263 -3.154 -0.663
-0.134 -2.466 2.980
1.170 -0.401 0.535
0.476 1.930 2.568
0.210 3.316 0.439
-2.816 1.190 -3.014
-0.340 -0.591 0.856
1.972 -1.065 -0.243
-0.981 -0.560 -0.503
0.567 0.515 -0.946
-0.631 0.287 1.314
-0.849 -1.254 -0.256
-0.163 -0.390 -0.081
-1.456 0.162 0.397
-0.203 -0.470 -1.553
0.642 1.874 0.299
1.718 0.543 -0.912
0.059 -1.442 -0.901
-1.211 1.111 0.895
-1.707 -0.395 0.851
-0.613 0.611 -1.481
1.518 -0.448 0.144
0.268 1.735 -0.364
1.748 -0.817 -0.352
-1.429 -0.467 -0.728
0.485 -0.187 -0.398
-1.621 -0.070 -0.096
-0.532 -0.270 1.936
0.780 -0.633 -1.420
0.483 -0.441 -0.566
-0.155 -1.056 1.089
-1.445 0.906 1.025
1.524 1.270 0.317
0.776 -0.979 -1.373
-0.387 -0.730 -1.854
-0.123 -2.057 -0.114
0.413 -1.771 -0.357
0.423 0.674 1.625
-1.677 -0.346 0.332
0.302 0.331 2.070
0.134 1.673 0.275
1.222 0.230 -1.103
0.345 0.015 1.592
-0.797 1.512 -0.160
1.163 0.556 1.421
-1.278 1.043 0.473
-0.385 -1.652 -0.015
0.397 -1.677 -0.236
0.977 0.870 1.096
-0.528 1.544 -1.024
1.443 0.953 0.626
-0.121 0.015 -1.558
1.242 -0.167 0.076
0.071 -0.006 -0.118
0.149 0.072 -0.101
-0.015 -0.223 0.151
-0.072 0.140 -0.021
-0.048 0.048 0.085
-0.082 0.057 0.068
0.087 0.009 0.034
-0.088 0.007 0.024
0.221 0.056 0.072
-0.072 0.081 -0.073
-0.057 0.046 -0.017
-0.115 -0.219 0.070
0.031 0.038 -0.073
-0.042 -0.068 0.007
0.036 -0.024 -0.084
0.083 0.011 -0.109
0.054 0.045 -0.130
0.044 -0.177 0.148
-0.045 0.084 -0.010
-0.122 0.013 0.088
-0.090 0.051 0.062
0.080 0.007 0.032
-0.089 -0.001 0.021
0.212 0.099 0.060
-0.038 0.047 -0.067
-0.064 0.041 -0.014
-0.107 -0.213 0.069
0.051 0.048 -0.083
-0.010 -0.077 0.043
0.045 -0.006 -0.095
-0.058 0.115 0.016
-0.090 0.032 -0.066
0.237 0.143 0.014
-0.062 -0.104 0.013
-0.008 -0.134 0.005
-0.021 -0.108 0.011
0.050 0.059 0.063
-0.023 -0.085 -0.034
0.046 0.116 0.206
-0.079 0.016 -0.021
-0.084 -0.051 -0.015
0.156 -0.102 -0.150
-0.062 0.091 0.021
0.071 -0.027 -0.041
-0.042 0.095 -0.037
-0.033 -0.108 0.074
-0.105 -0.034 0.071
0.256 -0.028 0.014
-0.072 0.051 -0.049
-0.014 0.115 -0.083
-0.032 0.075 -0.086
0.064 -0.071 -0.021
-0.036 0.083 -0.028
0.089 -0.193 -0.091
-0.080 -0.009 0.015
-0.069 0.027 -0.025
0.113 0.187 0.093
-0.048 -0.094 0.027
0.060 0.055 0.023
-0.039 -0.060 0.074

Results
net charge	+1
Kohn-Sham gap	7.7	eV
spin multiplicity	1
DFT total energy	-79069.0689	eV
HOMO energy	-10.400	eV